Molecular formula: C3Cl3O
Method: DFT, the ωB97M-V functional and the def2-TZVPD basis

Output
M (g mol⁻¹): 158.4
Energy relative to the best compared isomer or geometry (same formula, charge and spin) (kcal per mole): 27.05
Net charge: +1

Geometry as XYZ:
```
7
C3Cl3O (the ωB97M-V functional and the def2-TZVPD basis)
Cl -0.691 -2.728 -1.085
Cl -1.491 1.159 1.125
Cl 1.017 1.275 -1.256
O 0.961 0.904 1.708
C -0.239 -1.211 -0.905
C 0.360 -0.134 -0.559
C 0.083 0.736 0.973
```

Atom-resolved charges from Mulliken, all expressed in e: Cl 0.08; Cl 0.04; Cl 0.02; O -0.22; C 0.41; C 0.17; C 0.49